1.
ORCA calculation (ωB97M-V with the def2-TZVPD basis set) on a structure of composition C23H25IN3O2Ru at a distorted geometry.

Computed properties:
Total charge: +3
Kohn-Sham gap (spin up / spin down) (eV): 4.66 / 4.71
LUMO energy (spin up / spin down) (eV): -12.406 / -12.384

XYZ file:
```
55
Properties=species:S:1:pos:R:3:lowdin_charge:R:1
Ru 0.3917 -0.3500 1.3684 0.941
C -4.1990 -0.7972 2.1040 0.024
C -3.7509 0.5040 1.5664 -0.177
N -4.6325 1.4771 1.4260 0.185
C -4.2223 2.6575 1.0001 0.034
C -2.8814 3.0232 0.7210 -0.073
C -2.5980 4.4226 0.2247 -0.162
O -1.6583 4.3962 -0.8344 -0.045
C -1.9192 2.0397 0.8744 -0.032
C -0.5245 2.3610 0.6956 0.005
N 0.4973 1.5574 0.6940 -0.049
C 1.7649 2.2129 0.4348 -0.306
C 1.8356 3.3380 -0.3887 0.004
C 3.0493 3.9831 -0.5739 -0.011
C 4.2022 3.5083 0.0325 -0.014
C 4.1571 2.3606 0.8152 -0.102
C 2.9416 1.7284 0.9987 -0.590
I 2.8759 -0.0439 2.1038 1.288
C -2.3609 0.7277 1.2397 -0.223
O -1.5721 -0.2693 1.3115 -0.069
H -5.2783 -0.7926 2.2219 0.109
H -3.7274 -0.9773 3.0758 0.116
H -3.8905 -1.6187 1.4547 0.104
H -4.9962 3.4048 0.8503 0.151
H -2.1923 5.0186 1.0519 0.152
H -3.5312 4.9035 -0.0687 0.143
H -2.0638 4.7357 -1.6387 0.120
H -0.3115 3.4179 0.5907 0.131
H 0.9588 3.7002 -0.9096 0.119
H 3.0901 4.8606 -1.2039 0.134
H 5.1451 4.0167 -0.1130 0.135
H 5.0626 1.9753 1.2652 0.119
C 1.8102 -3.8577 -2.9807 0.035
N 1.3094 -2.4676 -2.7348 -0.173
C 2.3755 -1.6253 -2.1218 0.018
C 0.0079 -2.4226 -1.9616 -0.058
C 0.1121 -2.9319 -0.5519 -0.211
C -0.0103 -4.3028 -0.2764 -0.003
C 0.0373 -4.8047 1.0170 -0.006
C 0.1774 -3.9531 2.1092 -0.008
C 0.2573 -2.5927 1.8603 -0.180
C 0.2541 -2.1272 0.5633 -0.233
H 2.6957 -3.7893 -3.6080 0.121
H 1.0343 -4.4259 -3.4881 0.121
H 2.0605 -4.3068 -2.0238 0.107
H 1.0964 -2.0752 -3.6557 0.191
H 2.7329 -2.1290 -1.2261 0.106
H 1.9565 -0.6460 -1.8774 0.100
H 3.1843 -1.5181 -2.8410 0.120
H -0.6899 -3.0342 -2.5343 0.150
H -0.3315 -1.3852 -1.9978 0.139
H -0.1650 -4.9940 -1.0956 0.133
H -0.0648 -5.8683 1.1823 0.135
H 0.1938 -4.3322 3.1215 0.135
H 0.3039 -1.8920 2.7310 0.100
```

2.
ORCA calculation (ωB97M-V with the def2-TZVPD basis set) on the molecule C23H25N3O3S at a distorted geometry.

Computed properties:
Structure (SMILES): COc1ccccc1CNC(=O)C1CCN(C(=O)c2sccc2-n2cccc2)CC1
Kohn-Sham gap (eV): 9.03
LUMO energy (eV): 0.571
Relative energy (zero: lowest compared OMol25 entry of this formula, charge and spin) (eV): 0.963

XYZ file:
```
55
Properties=species:S:1:pos:R:3:lowdin_charge:R:1
C -1.7379 5.1918 1.1573 -0.078
O -1.5951 4.4058 -0.0013 -0.105
C -0.4594 4.5509 -0.7559 -0.227
C 0.6193 5.3492 -0.4022 -0.023
C 1.7339 5.4120 -1.2232 -0.084
C 1.7837 4.6825 -2.3948 -0.088
C 0.7052 3.8887 -2.7508 -0.029
C -0.4221 3.8190 -1.9525 -0.135
C -1.5940 2.9453 -2.3237 -0.108
N -1.7770 1.8850 -1.3538 0.083
C -1.2767 0.6456 -1.5376 -0.464
O -0.8370 0.2645 -2.6034 0.068
C -1.3542 -0.2231 -0.2794 -0.220
C -1.0766 -1.6969 -0.5888 -0.104
C 0.3904 -1.9192 -0.9644 -0.119
N 1.2680 -1.3831 0.0490 -0.032
C 2.1662 -2.0698 0.7793 -0.503
O 2.9176 -1.5424 1.5820 0.055
C 2.1926 -3.5464 0.5623 -0.392
S 3.5275 -4.2936 -0.2358 1.080
C 2.8517 -5.8551 0.0128 -0.392
C 1.6813 -5.8099 0.6939 -0.111
C 1.2990 -4.4813 1.0225 -0.254
N 0.1382 -4.1701 1.7253 -0.045
C -1.0518 -4.8318 1.6168 -0.089
C -1.9639 -4.2210 2.4287 -0.092
C -1.3011 -3.1497 3.0662 -0.091
C -0.0134 -3.1418 2.6108 -0.084
C 1.0800 0.0309 0.2856 -0.109
C -0.3484 0.2776 0.7677 -0.108
H -0.9797 4.9451 1.9077 0.097
H -2.7248 4.9561 1.5535 0.095
H -1.6882 6.2600 0.9267 0.099
H 0.6064 5.9235 0.5105 0.102
H 2.5664 6.0357 -0.9341 0.104
H 2.6555 4.7280 -3.0288 0.101
H 0.7350 3.3119 -3.6629 0.117
H -1.4209 2.4703 -3.2908 0.122
H -2.5103 3.5421 -2.3615 0.130
H -2.0555 2.1874 -0.4336 0.127
H -2.3687 -0.1305 0.1246 0.148
H -1.6997 -2.0190 -1.4236 0.125
H -1.3314 -2.2947 0.2876 0.098
H 0.5879 -2.9825 -1.1033 0.124
H 0.5902 -1.3977 -1.9062 0.123
H 3.3707 -6.7175 -0.3542 0.064
H 1.1097 -6.6760 0.9730 0.110
H -1.1647 -5.6663 0.9536 0.117
H -2.9893 -4.5054 2.5593 0.092
H -1.7267 -2.4719 3.7799 0.094
H 0.8109 -2.5096 2.8726 0.123
H 1.8081 0.3427 1.0368 0.125
H 1.2641 0.5799 -0.6447 0.137
H -0.4836 1.3425 0.9646 0.109
H -0.5081 -0.2682 1.7006 0.116
```

3.
ORCA calculation (ωB97M-V with the def2-TZVPD basis set) on the molecule C23H25N3O4.

Computed properties:
Structure (SMILES): COc1ccccc1C[C@@]1(C)NC(=O)N(CC(=O)N2CCc3ccccc3C2)C1=O
Kohn-Sham gap (eV): 9.07
LUMO energy (eV): 0.763
Relative energy (zero: lowest compared OMol25 entry of this formula, charge and spin) (eV): 0.349

XYZ file:
```
55
Properties=species:S:1:pos:R:3:lowdin_charge:R:1
C -3.2202 -1.7985 -1.6175 -0.066
O -2.9707 -1.3048 -0.3160 -0.093
C -2.3017 -0.1259 -0.1871 -0.224
C -2.0145 0.7283 -1.2451 -0.016
C -1.3460 1.9193 -1.0173 -0.088
C -0.9408 2.2645 0.2569 -0.082
C -1.2278 1.4155 1.3118 -0.031
C -1.9142 0.2294 1.1148 -0.154
C -2.2448 -0.6579 2.2872 -0.039
C -1.3568 -1.9236 2.3776 -0.384
C -1.1253 -2.3293 3.8338 0.000
N -1.8799 -3.0293 1.6117 0.161
C -1.1489 -3.3123 0.5112 -0.490
O -1.3422 -4.1544 -0.3205 0.116
N -0.0144 -2.4726 0.5683 0.101
C 1.0093 -2.5168 -0.4494 0.002
C 0.7851 -1.4509 -1.5353 -0.416
O -0.0444 -1.6386 -2.4098 0.057
N 1.5620 -0.3553 -1.5340 -0.009
C 1.4226 0.5194 -2.6929 -0.124
C 2.5258 1.5707 -2.7430 -0.102
C 2.5075 2.3321 -1.4542 -0.189
C 2.5180 3.7133 -1.3607 -0.033
C 2.4697 4.3209 -0.1170 -0.088
C 2.3936 3.5504 1.0315 -0.092
C 2.3679 2.1685 0.9426 -0.033
C 2.4314 1.5601 -0.2996 -0.158
C 2.4409 0.0664 -0.4560 -0.081
C -0.0252 -1.6776 1.6681 -0.363
O 0.8642 -0.9432 2.0304 0.106
H -3.9524 -1.1776 -2.1432 0.096
H -3.6244 -2.7993 -1.4764 0.095
H -2.2951 -1.8652 -2.1954 0.078
H -2.3081 0.4668 -2.2485 0.111
H -1.1495 2.5863 -1.8446 0.108
H -0.4098 3.1872 0.4301 0.097
H -0.9151 1.6795 2.3111 0.119
H -3.2860 -0.9816 2.2202 0.132
H -2.1148 -0.0826 3.2040 0.123
H -2.0739 -2.4091 4.3591 0.088
H -0.6166 -3.2898 3.8768 0.092
H -0.5037 -1.5832 4.3216 0.088
H -2.8323 -3.3411 1.6944 0.167
H 0.8957 -3.4854 -0.9480 0.141
H 1.9922 -2.4422 0.0166 0.131
H 0.4460 1.0124 -2.6486 0.108
H 1.4348 -0.1112 -3.5877 0.130
H 3.4953 1.0799 -2.8711 0.128
H 2.3626 2.2287 -3.5968 0.121
H 2.5680 4.3131 -2.2583 0.110
H 2.4839 5.3986 -0.0448 0.101
H 2.3466 4.0286 1.9987 0.102
H 2.2884 1.5600 1.8305 0.114
H 2.1191 -0.3778 0.4853 0.089
H 3.4690 -0.2629 -0.6758 0.142
```

4.
ORCA calculation (ωB97M-V with the def2-TZVPD basis set) on the molecule C23H25N3O4.

Computed properties:
Structure (SMILES): COc1ccc(OC)c(NC(=O)[C@H]2[C@H](C(=O)NCc3ccccn3)[C@@H]3C=C[C@H]2C3)c1
Kohn-Sham gap (eV): 8.17
LUMO energy (eV): 0.653
Relative energy (zero: lowest compared OMol25 entry of this formula, charge and spin) (eV): 2.869

XYZ file:
```
55
Properties=species:S:1:pos:R:3:lowdin_charge:R:1
C -5.2400 -4.4966 -0.8789 -0.100
O -4.0824 -3.7348 -0.6477 -0.091
C -4.2341 -2.4192 -0.3032 -0.280
C -5.4462 -1.7609 -0.1690 -0.028
C -5.4753 -0.4267 0.2142 -0.012
C -4.3102 0.2827 0.4600 -0.216
O -4.2596 1.5580 0.9316 -0.088
C -5.4454 2.3078 0.9620 -0.083
C -3.0786 -0.3714 0.2650 -0.142
N -1.8656 0.3064 0.4468 0.153
C -1.5588 1.5266 -0.0648 -0.429
O -2.2859 2.2100 -0.7482 0.101
C -0.1231 1.9044 0.2946 -0.135
C 0.8837 1.0298 -0.4995 -0.132
C 1.4838 -0.0466 0.3832 -0.437
O 0.7694 -0.7463 1.0901 0.047
N 2.8103 -0.1960 0.3293 0.086
C 3.5170 -1.2136 1.0654 -0.109
C 4.9081 -1.3711 0.5175 -0.257
C 5.7467 -2.3891 0.9625 -0.020
C 7.0205 -2.4781 0.4304 -0.063
C 7.4164 -1.5518 -0.5241 -0.064
C 6.5092 -0.5760 -0.8995 -0.131
N 5.2905 -0.4864 -0.3941 0.096
C 1.8176 2.0840 -1.1436 -0.237
C 2.5080 2.8174 -0.0193 -0.053
C 1.5980 3.5690 0.5873 -0.033
C 0.2828 3.3401 -0.1115 -0.226
C 0.7669 3.1272 -1.5488 -0.086
C -3.0555 -1.7081 -0.0876 0.071
H -5.8241 -4.0998 -1.7162 0.094
H -5.8742 -4.5479 0.0126 0.094
H -4.8904 -5.4974 -1.1284 0.091
H -6.3826 -2.2658 -0.3439 0.101
H -6.4366 0.0473 0.3340 0.104
H -5.1497 3.3107 1.2656 0.094
H -5.9157 2.3553 -0.0250 0.100
H -6.1606 1.9055 1.6895 0.092
H -1.0863 -0.2444 0.8118 0.115
H 0.0019 1.7582 1.3713 0.159
H 0.3517 0.5017 -1.3003 0.169
H 3.3994 0.3503 -0.2846 0.100
H 3.5728 -0.9430 2.1295 0.141
H 2.9651 -2.1591 1.0054 0.135
H 5.4009 -3.0903 1.7061 0.116
H 7.6954 -3.2575 0.7527 0.108
H 8.4005 -1.5878 -0.9635 0.101
H 6.7607 0.1740 -1.6381 0.108
H 2.4553 1.6952 -1.9356 0.143
H 3.5447 2.6957 0.2387 0.104
H 1.7186 4.1815 1.4619 0.108
H -0.5006 4.0745 0.0466 0.146
H -0.0106 2.7441 -2.2058 0.122
H 1.2076 4.0251 -1.9796 0.124
H -2.1115 -2.2167 -0.2051 0.130
```

5.
ORCA calculation (ωB97M-V with the def2-TZVPD basis set) on the molecule C23H25N3O5S at a distorted geometry.

Computed properties:
Structure (SMILES): COc1ccc(OC)c(NC(=O)c2c(NC(=O)CNCc3ccco3)sc3c2CCC3)c1
Kohn-Sham gap (eV): 8.24
LUMO energy (eV): 0.637
Relative energy (zero: lowest compared OMol25 entry of this formula, charge and spin) (eV): 2.569

XYZ file:
```
57
Properties=species:S:1:pos:R:3:lowdin_charge:R:1
C 4.0698 1.8778 -4.6520 -0.094
O 2.9917 1.4009 -3.8867 -0.088
C 3.2643 0.7012 -2.7477 -0.274
C 4.5339 0.4367 -2.2614 -0.027
C 4.6911 -0.2805 -1.0799 -0.020
C 3.5954 -0.7315 -0.3746 -0.209
O 3.6460 -1.4393 0.8085 -0.109
C 4.9094 -1.7452 1.3421 -0.084
C 2.3001 -0.4629 -0.8680 -0.142
N 1.2375 -0.9296 -0.1010 0.180
C -0.0967 -0.7157 -0.2599 -0.383
O -0.5821 -0.0972 -1.2001 0.058
C -0.9200 -1.2739 0.8194 -0.098
C -2.2465 -0.8962 0.9472 -0.418
N -2.8927 -0.0191 0.1248 0.110
C -4.1468 0.4222 0.3669 -0.479
O -4.8193 0.0079 1.2924 -0.009
C -4.6088 1.4737 -0.6343 -0.128
N -3.4602 2.1791 -1.1541 -0.067
C -2.8309 3.1065 -0.2161 -0.125
C -1.3417 3.0071 -0.3176 -0.280
C -0.4123 2.5258 0.5573 -0.031
C 0.8414 2.6491 -0.0887 -0.066
C 0.5772 3.1894 -1.3074 -0.118
O -0.7372 3.4148 -1.4519 0.058
S -3.0610 -1.5951 2.3046 1.176
C -1.6095 -2.4510 2.6965 -0.488
C -0.5760 -2.1898 1.8539 -0.220
C 0.6439 -2.9619 2.2633 -0.134
C 0.0783 -3.9810 3.2798 -0.161
C -1.2590 -3.4025 3.7878 -0.173
C 2.1488 0.2390 -2.0472 0.063
H 4.7033 1.0598 -5.0112 0.095
H 3.6241 2.3866 -5.5053 0.092
H 4.6825 2.5891 -4.0876 0.094
H 5.4183 0.7745 -2.7765 0.101
H 5.6920 -0.4714 -0.7267 0.105
H 4.7158 -2.3051 2.2562 0.093
H 5.4960 -2.3650 0.6567 0.098
H 5.4732 -0.8391 1.5861 0.097
H 1.5338 -1.4212 0.7297 0.105
H -2.3358 0.3536 -0.6540 0.124
H -5.3574 2.1143 -0.1404 0.129
H -5.1054 0.9501 -1.4563 0.134
H -3.6520 2.6304 -2.0382 0.122
H -3.1460 4.1458 -0.3921 0.129
H -3.1161 2.8320 0.8020 0.132
H -0.5987 2.1312 1.5357 0.114
H 1.7994 2.3656 0.2964 0.105
H 1.2134 3.4391 -2.1328 0.121
H 1.3740 -2.3040 2.7457 0.117
H 1.1330 -3.4676 1.4294 0.118
H -0.1128 -4.9250 2.7690 0.112
H 0.7756 -4.1727 4.0933 0.105
H -1.1322 -2.8719 4.7358 0.112
H -2.0137 -4.1745 3.9363 0.108
H 1.1653 0.4475 -2.4293 0.116
```

6.
ORCA calculation (ωB97M-V with the def2-TZVPD basis set) on a structure of composition C23H25N3O6S2Tc.

Computed properties:
Kohn-Sham gap (spin up / spin down) (eV): 6.79 / 7.25
Expectation value of S²: 0.7602
LUMO energy (spin up / spin down) (eV): -0.439 / -0.418
Relative energy (zero: lowest compared OMol25 entry of this formula, charge and spin) (eV): 0.273
Multiplicity: 2

XYZ file:
```
60
Properties=species:S:1:pos:R:3:lowdin_charge:R:1
Tc 0.1130 0.5835 -1.6122 1.436
O -4.2335 4.8938 -1.2443 0.093
C -3.3022 3.9275 -1.3525 -0.272
C -3.5175 2.7649 -2.0995 0.078
C -2.5070 1.8321 -2.1406 -0.173
N -1.3624 2.0399 -1.4966 -0.007
C -1.1286 3.1488 -0.7993 -0.148
C -2.0897 4.1270 -0.6860 0.094
C 0.2778 3.1855 -0.2006 -0.599
O 0.5818 4.0909 0.5531 0.064
O 1.0206 2.2111 -0.6009 -0.146
C -2.5575 0.4881 -2.8696 -0.599
O -3.5631 0.1756 -3.4700 0.082
O -1.4672 -0.2038 -2.7450 -0.159
H -5.0153 4.6624 -1.7587 0.119
H -4.4368 2.5708 -2.6379 0.135
H -1.8944 5.0214 -0.1121 0.139
C 1.6958 -0.3924 -2.4753 -0.640
C 1.5904 -0.8052 -1.2671 -0.267
C 2.0885 -1.5893 -0.1537 -0.286
C 1.2550 -2.4934 0.5059 -0.057
C 1.7335 -3.2329 1.5755 -0.089
C 3.0390 -3.0586 2.0156 -0.094
C 3.8694 -2.1519 1.3710 -0.079
C 3.4015 -1.4255 0.2874 -0.043
H 0.2383 -2.6190 0.1570 0.115
H 1.0858 -3.9466 2.0688 0.103
H 3.4098 -3.6314 2.8559 0.101
H 4.8893 -2.0154 1.7066 0.104
H 4.0472 -0.7256 -0.2266 0.122
C 4.4898 -3.1202 -5.7626 -0.092
O 3.6903 -1.9899 -5.3936 -0.229
C 3.2147 -1.9434 -4.1522 -1.122
S 3.4517 -3.0281 -2.9715 0.772
S 2.2688 -0.4456 -4.0684 0.980
H 4.7602 -2.9485 -6.7995 0.093
H 3.9125 -4.0367 -5.6540 0.083
H 5.3739 -3.1756 -5.1300 0.081
C -2.5950 -0.7793 4.0374 -0.063
C -2.4902 0.5446 3.2888 -0.207
N -1.3165 0.6459 2.4267 -0.066
C -0.0753 1.1540 3.0171 -0.179
C 0.8959 0.0775 3.4963 -0.048
C -1.3456 0.2512 1.1334 -0.368
C -2.6565 -0.1461 0.5243 0.016
N -0.2698 0.1718 0.4131 0.026
H -3.5092 -0.8041 4.6318 0.078
H -1.7507 -0.9192 4.7110 0.064
H -2.6153 -1.6215 3.3442 0.073
H -2.4369 1.3703 3.9992 0.119
H -3.3854 0.7125 2.6932 0.106
H -0.3636 1.7888 3.8547 0.121
H 0.4082 1.8108 2.2896 0.112
H 0.4593 -0.5246 4.2929 0.066
H 1.7979 0.5507 3.8856 0.086
H 1.1941 -0.6015 2.6956 0.054
H -3.3385 0.7017 0.4446 0.095
H -3.1419 -0.9108 1.1302 0.088
H -2.4684 -0.5627 -0.4618 0.075
H 0.5796 0.3457 0.9353 0.059
```